7
Properties=species:S:1:pos:R:3:forces:R:3 method="wB97M-V/def2-TZVPD" relative_energy_kj_mol=278.6 homo_energy_ev="-7.86 / -7.86" multiplicity=1 homo_lumo_gap_ha="0.278 / 0.278"
C -1.24477 0.44960 -0.09482 0.891 0.018 0.231
C 0.98499 -0.81127 0.07590 -2.011 -1.441 -1.310
N -0.28944 0.09408 0.58313 1.867 0.437 4.233
O -2.04895 0.68423 -0.86679 -1.152 0.232 -0.733
Cl 2.12175 0.39024 -0.41993 1.003 0.861 -0.571
H 0.44548 -1.18050 -0.86572 1.118 0.164 0.733
H 0.03094 0.37363 1.58822 -1.716 -0.270 -2.583



12
Properties=species:S:1:pos:R:3:forces:R:3 method="wB97M-V/def2-TZVPD" relative_energy_kj_mol=316.0 homo_energy_ev="-9.35 / -7.44" multiplicity=1 homo_lumo_gap_ha="0.315 / 0.205"
C -0.59167 0.73804 -2.20835 -0.120 2.124 0.747
C 2.14358 -0.46158 2.34510 -1.485 2.447 1.651
P -3.23363 0.29319 -0.70057 0.936 1.070 -1.037
S -1.54055 -0.59192 -1.60872 -1.104 -1.640 0.976
S 1.57181 0.12831 0.76124 -0.242 0.381 0.051
Cl -3.73901 -1.24847 0.42422 -0.457 -1.124 0.829
H -1.25024 1.65899 -2.16472 1.154 -0.762 -0.281
H -0.33359 0.47913 -3.20663 0.250 0.204 -0.914
H 0.32994 0.86373 -1.60647 -0.626 0.145 -0.319
H 1.80907 0.16810 3.32670 1.037 -1.296 -2.549
H 3.17868 -0.63477 2.22439 1.181 -0.111 0.509
H 1.65560 -1.39275 2.41380 -0.524 -1.439 0.338



19
Properties=species:S:1:pos:R:3:forces:R:3 method="wB97M-V/def2-TZVPD" relative_energy_kj_mol=541.3 homo_energy_ev=-8.26 multiplicity=1 homo_lumo_gap_ha=0.311
C 0.43573 -2.25568 0.24548 -0.355 0.272 0.036
C 0.81663 -0.97801 0.22128 -0.585 -0.240 0.056
C 2.19671 -0.63092 -0.04501 0.550 0.326 -0.147
C 2.59008 0.62286 -0.30951 0.208 -0.690 0.141
C 1.62383 1.69158 -0.36335 -0.523 0.277 0.054
C 0.35314 1.48880 -0.01938 -0.057 -0.024 -0.162
C -0.13593 0.16801 0.50871 0.319 0.598 0.672
O -1.44002 -0.14213 0.00973 -1.050 -1.068 -1.011
N -2.38210 0.76158 0.44912 2.414 0.594 1.078
N -3.52784 0.70052 0.12631 -2.505 0.106 -0.487
O -3.99322 -0.30376 -0.72094 1.092 -0.494 -0.124
H 1.13154 -3.05775 0.07550 0.257 -0.096 -0.041
H -0.59140 -2.53077 0.41521 -0.182 -0.026 0.020
H 2.89362 -1.45615 -0.07210 0.133 -0.019 -0.021
H 3.62251 0.84907 -0.52881 0.105 -0.073 -0.025
H 1.95799 2.65564 -0.71039 -0.057 0.213 -0.020
H -0.39445 2.26671 -0.07082 0.029 0.130 0.003
H -0.21986 0.26948 1.60926 -0.023 -0.051 -0.276
H -4.93696 -0.11907 -0.82029 0.231 0.266 0.253



70
Properties=species:S:1:pos:R:3:forces:R:3 method="wB97M-V/def2-TZVPD" relative_energy_kj_mol=350.3 homo_energy_ev=-7.08 multiplicity=1 homo_lumo_gap_ha=0.268
O 1.12432 0.13196 -2.49827 0.341 -0.871 1.015
C -0.04548 0.33614 -3.05996 -0.201 1.036 -0.257
C -0.01150 1.73596 -3.72875 -0.569 -0.319 0.024
C 0.22874 2.83770 -2.92776 0.210 0.395 -0.102
H 0.17924 2.69798 -1.85293 0.321 0.165 -0.282
C 0.52556 4.08891 -3.48071 -0.105 -0.700 0.460
H 0.78130 4.89447 -2.79738 -0.124 0.059 -0.223
C 0.51442 4.24604 -4.86070 -0.111 -0.104 -0.191
H 0.77607 5.21535 -5.28905 -0.166 -0.305 -0.023
C 0.16016 3.16039 -5.67336 0.191 0.037 -0.090
H 0.09958 3.29320 -6.75715 0.066 -0.050 0.336
C -0.07458 1.90003 -5.11350 -0.109 -0.020 0.145
H -0.31632 1.02333 -5.73252 0.164 0.489 0.129
H -0.15227 -0.36840 -3.91326 -1.075 -0.293 0.239
C -1.99979 -1.30625 -2.11370 -0.853 -0.243 -0.498
C -1.44527 0.11158 -2.11757 -0.265 0.647 -1.880
H -2.81022 -1.50975 -2.83505 0.391 0.316 -0.137
H -2.50744 -1.53665 -1.15182 0.411 -0.034 -0.358
H -1.20408 -2.03104 -2.29070 -0.305 0.127 -0.139
C -2.30320 1.16168 -1.91314 0.465 -0.632 -0.227
C -3.78876 1.08081 -2.05026 -0.321 -0.123 0.723
H -1.88634 2.12259 -1.60309 -0.063 0.076 -0.805
H -4.15638 1.43740 -3.01752 0.494 0.102 -0.139
H -4.28066 1.69535 -1.29673 -0.045 -0.050 0.021
H -4.13984 0.05609 -1.94262 -0.071 0.060 0.061
Sc -0.78432 -0.08088 0.12050 2.083 0.301 -0.130
Cl -3.02842 0.22250 0.82817 -0.561 -0.107 0.244
C -0.98058 0.12430 2.94330 0.590 -0.653 -1.041
O -0.42399 -0.64760 2.10064 -0.681 0.842 1.599
N -1.05188 -0.14003 4.22841 0.177 -0.228 0.235
C -0.43320 -1.33502 4.78004 -0.001 -0.339 0.472
C -1.71988 0.75281 5.15706 -0.056 0.077 0.039
H -1.43837 1.05323 2.58904 0.053 -0.166 0.468
H 0.14478 -1.85957 4.01027 -0.238 0.275 0.224
H -1.20562 -2.00915 5.19198 0.248 0.235 -0.255
H 0.22156 -1.04732 5.62069 -0.145 -0.074 -0.390
H -2.02254 1.65808 4.63070 0.035 -0.053 0.080
H -1.04659 1.01235 5.98033 -0.027 0.032 -0.176
H -2.60792 0.27732 5.58432 0.076 -0.010 -0.102
H 4.60706 1.88776 -1.95689 -0.095 -0.058 -0.063
H 4.70332 1.42244 0.60806 0.024 -0.011 -0.014
C 3.51389 1.76750 -1.94401 0.494 -0.318 -0.181
C 3.64488 1.69203 0.51799 -0.257 0.421 0.273
N 3.09349 1.15501 -0.69970 0.096 0.122 0.241
H 3.18087 1.13412 -2.77590 0.029 0.344 0.219
C 2.47172 -0.03398 -0.68221 -0.600 -0.424 0.019
O 1.68593 -0.41445 0.21400 0.770 0.220 -0.296
H 3.10186 1.31477 1.38249 0.011 0.003 -0.096
H 2.80904 -0.71124 -1.48423 -0.409 0.116 0.074
H 3.07062 2.76994 -2.04177 -0.054 -0.358 0.012
H 3.57340 2.77740 0.50335 0.011 0.024 0.102
H -0.06736 -5.48324 0.61697 -0.103 0.166 -0.123
H 2.11762 -5.42785 -0.98004 -0.034 0.058 0.031
C -0.53700 -4.89916 -0.18607 -0.001 -0.187 0.003
C 1.48451 -4.82750 -1.63702 0.210 0.345 -0.042
N 0.47432 -4.11106 -0.88115 -0.296 -0.064 0.230
H -1.29598 -4.23217 0.23180 0.221 -0.193 -0.129
C 0.48696 -2.79072 -0.77858 -0.542 0.842 0.536
O -0.39179 -2.15653 -0.13003 1.113 -1.011 -0.529
H 2.09773 -4.08355 -2.15337 -0.004 -0.269 0.001
H 1.29545 -2.26192 -1.31702 -0.442 -0.118 0.193
H -0.99128 -5.60346 -0.89338 0.018 0.185 0.127
H 1.02169 -5.49197 -2.36757 -0.056 0.094 -0.009
Cl 1.10307 2.32438 3.07358 0.135 0.353 0.051
C 0.69101 3.61649 1.92269 -0.538 0.244 0.026
Cl 2.07297 4.69792 1.60652 -0.252 -0.278 0.014
C 0.02969 3.08881 0.62170 -0.291 0.043 -1.439
O -0.29309 3.95101 -0.19547 0.271 -0.959 1.301
O -0.15866 1.80647 0.50538 0.014 1.120 0.328
H -0.06955 4.26676 2.37606 0.331 -0.351 0.070



13
Properties=species:S:1:pos:R:3:forces:R:3 method="wB97M-V/def2-TZVPD" relative_energy_kj_mol=477.7 homo_energy_ev="-8.43 / -8.43" multiplicity=1 homo_lumo_gap_ha="0.306 / 0.306"
C 0.69725 1.62733 -0.35927 2.301 -0.997 2.483
C -0.17508 -1.40076 -0.70079 1.362 0.166 0.361
N 1.04636 0.74441 0.58538 0.336 2.447 -1.841
C -0.56788 -0.31088 0.27048 -4.087 0.056 -1.843
N -1.28654 -0.51754 1.33707 1.631 1.698 0.217
H 0.84490 1.12323 1.51128 -0.140 -0.038 -0.099
H -0.73740 -0.96505 2.07257 -0.308 -0.839 -0.318
H 0.34738 2.63390 -0.12166 -0.144 -0.197 -0.028
H 1.00833 1.44012 -1.38678 -0.510 -0.311 0.079
H -0.93846 0.62593 -0.39086 -0.338 -1.948 0.908
H 0.21789 -2.25465 -0.14657 -0.062 -0.091 -0.120
H 0.59459 -1.05174 -1.39078 0.001 -0.026 -0.051
H -1.05135 -1.69430 -1.28005 -0.040 0.080 0.252



8
Properties=species:S:1:pos:R:3:forces:R:3 method="wB97M-V/def2-TZVPD" relative_energy_kj_mol=478.5 homo_energy_ev="-9.32 / -7.53" multiplicity=1 homo_lumo_gap_ha="0.362 / 0.262"
C -0.01136 0.01235 -0.31563 0.109 -2.073 1.868
N 0.51109 1.04718 0.57375 0.699 -1.519 -0.740
O -1.14726 0.18659 -1.03226 1.267 1.798 0.839
Cl 1.24560 -1.10156 -1.06557 -1.061 1.414 0.385
H -0.84681 -1.48229 1.23827 0.443 0.728 -0.778
H 1.56977 0.91062 0.67893 -2.239 0.217 -0.328
H 0.08988 0.96183 1.52538 0.330 0.036 -1.347
H -1.41091 -0.53472 -1.60285 0.451 -0.601 0.100